{
  "formula": "C67H132N18O22",
  "method": "ωB97M-V with the def2-TZVPD basis set",
  "relative_energy_kcal_mol": 94.8,
  "total_charge": 8,
  "homo_lumo_gap_ev": 3.175,
  "e_lumo_ha": -0.60856,
  "energy_ev": -143369.493,
  "e_homo_ha": -0.7253,
  "symbols": ["C", "N", "C", "C", "C", "C", "C", "C", "C", "C", "N", "C", "C", "C", "H", "H", "H", "H", "H", "H", "H", "H", "H", "H", "H", "H", "H", "H", "C", "N", "C", "C", "C", "C", "C", "C", "C", "C", "N", "C", "C", "C", "H", "H", "H", "H", "H", "H", "H", "H", "H", "H", "H", "H", "H", "H", "C", "N", "C", "C", "C", "C", "C", "C", "C", "C", "N", "C", "C", "C", "H", "H", "H", "H", "H", "H", "H", "H", "H", "H", "H", "H", "H", "H", "C", "C", "C", "O", "C", "N", "H", "H", "H", "H", "H", "H", "H", "H", "H", "H", "H", "H", "C", "C", "C", "O", "C", "N", "H", "H", "H", "H", "H", "H", "H", "H", "H", "H", "H", "H", "C", "C", "C", "O", "C", "N", "H", "H", "H", "H", "H", "H", "H", "H", "H", "H", "H", "H", "C", "C", "C", "O", "C", "N", "H", "H", "H", "H", "H", "H", "H", "H", "H", "H", "H", "H", "C", "N", "C", "C", "C", "C", "O", "H", "H", "H", "H", "H", "H", "H", "H", "H", "H", "H", "H", "H", "H", "C", "N", "C", "C", "C", "C", "O", "H", "H", "H", "H", "H", "H", "H", "H", "H", "H", "H", "H", "H", "H", "C", "N", "C", "C", "C", "C", "O", "H", "H", "H", "H", "H", "H", "H", "H", "H", "H", "H", "H", "H", "H", "N", "O", "O", "O", "N", "O", "O", "O", "N", "O", "O", "O", "N", "O", "O", "O", "N", "O", "O", "O"],
  "positions_angstrom": [[3.784, 2.526, 11.324], [3.020, 2.823, 10.131], [1.799, 3.357, 10.212], [1.035, 3.648, 9.030], [1.599, 3.246, 7.816], [2.908, 2.730, 7.772], [3.647, 2.519, 8.953], [0.798, 3.356, 6.467], [1.092, 4.353, 5.563], [0.457, 4.358, 4.249], [-0.540, 3.504, 3.998], [-0.905, 2.609, 4.928], [-0.204, 2.478, 6.125], [-1.264, 3.448, 2.699], [4.414, 1.661, 11.115], [3.098, 2.308, 12.143], [4.398, 3.413, 11.477], [1.464, 3.663, 11.193], [0.056, 4.085, 9.160], [3.270, 2.465, 6.790], [4.682, 2.213, 8.983], [1.928, 5.011, 5.749], [0.777, 4.925, 3.387], [-1.795, 2.020, 4.757], [-0.545, 1.703, 6.796], [-2.042, 2.686, 2.748], [-0.531, 2.999, 2.029], [-1.490, 4.494, 2.490], [4.976, -11.058, 3.749], [4.738, -9.769, 3.143], [3.914, -8.868, 3.812], [3.513, -7.688, 3.206], [4.141, -7.250, 2.062], [5.037, -8.103, 1.344], [5.249, -9.411, 1.941], [3.723, -5.939, 1.523], [4.535, -4.794, 1.513], [4.108, -3.648, 0.767], [2.796, -3.563, 0.323], [1.934, -4.597, 0.570], [2.402, -5.794, 1.054], [2.438, -2.448, -0.583], [5.222, -11.013, 4.810], [5.723, -11.679, 3.254], [4.009, -11.560, 3.791], [3.419, -9.381, 4.624], [2.737, -7.076, 3.644], [5.510, -7.693, 0.464], [5.928, -10.160, 1.563], [5.566, -4.874, 1.823], [4.716, -2.839, 0.388], [0.884, -4.557, 0.318], [1.825, -6.704, 1.118], [1.365, -2.256, -0.604], [2.805, -2.716, -1.574], [2.947, -1.554, -0.225], [-3.230, -2.102, 2.714], [-1.978, -2.487, 3.331], [-1.557, -1.730, 4.369], [-0.291, -2.016, 4.919], [0.494, -3.059, 4.465], [-0.003, -3.851, 3.473], [-1.180, -3.484, 2.788], [1.897, -3.184, 4.840], [2.933, -2.370, 4.295], [4.268, -2.501, 4.584], [4.629, -3.520, 5.375], [3.766, -4.488, 5.797], [2.423, -4.302, 5.520], [6.015, -3.707, 5.719], [-3.496, -2.698, 1.841], [-3.116, -1.065, 2.401], [-4.087, -2.239, 3.374], [-2.278, -0.975, 4.648], [0.161, -1.203, 5.467], [0.536, -4.755, 3.230], [-1.655, -4.050, 2.001], [2.478, -1.557, 3.749], [4.976, -1.736, 4.302], [4.247, -5.277, 6.355], [1.731, -5.079, 5.810], [6.329, -4.511, 5.053], [6.067, -3.871, 6.795], [6.573, -2.823, 5.409], [2.525, 5.149, -1.541], [3.353, 4.742, -2.781], [2.746, 5.100, -4.115], [3.561, 4.879, -5.265], [2.841, 5.283, -6.421], [4.808, 5.191, -2.635], [4.844, 6.110, -2.218], [5.451, 4.547, -2.196], [5.186, 5.356, -3.557], [2.866, 4.539, -0.705], [1.459, 4.932, -1.470], [2.696, 6.194, -1.283], [3.385, 3.654, -2.835], [2.486, 6.159, -4.108], [1.838, 4.501, -4.189], [2.386, 6.237, -6.154], [1.989, 4.628, -6.607], [3.485, 5.317, -7.300], [-5.787, 1.037, -7.151], [-5.487, -0.385, -7.578], [-5.254, -1.445, -6.568], [-4.560, -2.575, -7.130], [-4.433, -3.698, -6.257], [-6.588, -0.965, -8.430], [-7.236, -1.535, -7.906], [-6.945, -0.388, -9.179], [-6.088, -1.650, -8.978], [-6.391, 1.154, -6.252], [-6.365, 1.558, -7.914], [-4.934, 1.704, -7.025], [-4.660, -0.347, -8.288], [-6.190, -1.839, -6.172], [-4.572, -1.009, -5.838], [-4.185, -3.478, -5.219], [-3.548, -4.270, -6.538], [-5.255, -4.413, -6.294], [-0.829, 6.397, -4.541], [-1.665, 5.124, -4.726], [-1.201, 4.215, -5.845], [-2.148, 3.158, -5.956], [-1.674, 1.955, -6.569], [-1.767, 4.321, -3.421], [-2.528, 3.699, -3.654], [-0.864, 3.882, -3.310], [-1.874, 4.865, -2.577], [-1.373, 7.111, -3.921], [-0.612, 6.894, -5.487], [0.187, 6.387, -4.148], [-2.647, 5.551, -4.927], [-0.206, 3.771, -5.812], [-1.181, 4.724, -6.809], [-1.203, 2.104, -7.541], [-2.479, 1.223, -6.625], [-1.002, 1.503, -5.840], [4.421, 0.005, 2.013], [4.481, 1.520, 2.301], [3.565, 2.314, 1.336], [3.232, 3.656, 1.844], [4.218, 4.615, 1.793], [3.969, 1.782, 3.729], [3.191, 1.166, 3.918], [4.711, 1.447, 4.327], [3.652, 2.739, 3.777], [4.656, -0.245, 0.978], [3.532, -0.603, 2.183], [5.312, -0.446, 2.450], [5.526, 1.828, 2.316], [2.561, 1.949, 1.117], [4.029, 2.451, 0.359], [3.768, 5.474, 2.291], [4.304, 4.951, 0.759], [5.130, 4.388, 2.345], [-1.840, -1.215, -1.300], [-1.508, 0.250, -1.846], [-1.794, 0.350, -3.404], [-2.236, 1.342, -0.940], [0.043, 0.378, -1.571], [0.665, 1.755, -1.782], [0.612, 2.161, -3.107], [-1.737, -1.274, -0.216], [-1.172, -1.967, -1.720], [-2.882, -1.376, -1.577], [-1.929, 1.409, -3.624], [-2.672, -0.250, -3.648], [-0.909, 0.010, -3.942], [-1.929, 1.189, 0.094], [-3.303, 1.120, -0.982], [-2.234, 2.357, -1.337], [0.623, -0.375, -2.105], [0.221, 0.125, -0.526], [1.714, 1.594, -1.534], [0.118, 2.428, -1.122], [0.969, 1.442, -3.633], [-1.232, -3.868, -3.730], [-0.528, -5.262, -3.438], [0.540, -5.408, -4.526], [0.209, -5.132, -2.116], [-1.481, -6.501, -3.347], [-2.377, -6.799, -4.535], [-1.574, -6.831, -5.844], [-0.465, -3.101, -3.839], [-1.853, -3.627, -2.867], [-1.854, -3.954, -4.621], [0.142, -5.149, -5.507], [0.919, -6.430, -4.503], [1.251, -4.640, -4.222], [0.988, -4.375, -2.206], [0.555, -6.053, -1.646], [-0.608, -4.841, -1.456], [-2.061, -6.246, -2.459], [-0.827, -7.303, -3.007], [-3.036, -5.995, -4.863], [-3.048, -7.648, -4.406], [-1.234, -7.708, -6.037], [-4.855, 4.212, -0.506], [-5.785, 3.959, 0.631], [-7.198, 3.557, 0.166], [-5.184, 2.866, 1.497], [-6.005, 5.270, 1.426], [-4.793, 6.037, 1.964], [-4.125, 5.224, 2.886], [-4.761, 3.276, -1.057], [-3.900, 4.636, -0.197], [-5.361, 4.981, -1.090], [-7.625, 4.365, -0.427], [-7.869, 3.365, 1.004], [-7.096, 2.590, -0.328], [-5.434, 1.994, 0.893], [-5.663, 2.867, 2.476], [-4.118, 3.071, 1.594], [-6.481, 4.824, 2.299], [-6.730, 5.890, 0.898], [-5.057, 7.013, 2.372], [-4.158, 6.385, 1.149], [-3.359, 5.676, 3.247], [2.178, -0.662, -4.372], [2.025, -1.779, -3.961], [1.250, -0.001, -4.844], [3.161, -0.051, -3.997], [0.530, -0.100, 2.365], [1.092, -1.033, 1.751], [-0.616, 0.161, 2.215], [1.182, 0.581, 3.140], [-5.146, 1.853, -3.340], [-6.153, 2.216, -2.789], [-4.185, 2.590, -3.438], [-5.056, 0.695, -3.630], [-1.569, 5.650, -0.102], [-2.137, 6.119, -1.024], [-1.191, 4.478, -0.220], [-1.363, 6.349, 0.939], [-4.032, -4.143, -0.796], [-4.302, -4.324, -1.938], [-4.865, -4.048, 0.046], [-2.844, -4.011, -0.465]],
  "atomic_forces_ev_per_a": [[0.52, 0.12, 0.81], [0.13, -0.55, -1.54], [-0.57, 0.88, -1.83], [1.60, -1.18, 1.04], [-1.13, 0.25, -0.78], [0.07, -0.18, 1.03], [-2.29, 1.15, -1.17], [1.08, 0.44, 1.46], [-0.12, -0.04, -2.86], [0.86, -0.46, 1.95], [-0.48, -0.86, 0.96], [0.57, 0.00, 1.32], [-1.36, -0.56, -0.40], [1.39, 0.02, 0.07], [-0.07, 0.11, 0.25], [0.29, 0.18, 0.07], [0.11, -0.18, 0.63], [-0.13, -0.24, 0.16], [-0.04, 0.07, -0.17], [0.48, -0.02, 0.17], [-0.11, -0.20, 0.14], [-0.17, 0.39, -0.10], [0.02, 0.55, 0.21], [0.14, -0.03, -0.28], [0.05, -0.01, 0.17], [-0.32, 0.70, 0.28], [-0.07, 0.57, -0.46], [-0.47, -0.37, -0.82], [-0.47, -1.60, 0.95], [-0.47, 3.41, -0.65], [-0.36, -1.79, -1.65], [0.48, -0.83, 1.25], [1.21, -1.07, -1.64], [-1.19, -0.62, 2.82], [0.52, 1.26, -0.01], [-0.37, 1.51, -0.23], [-0.28, 0.74, -1.87], [-1.91, -1.68, 0.26], [0.93, -1.13, 1.00], [0.64, -0.08, -0.28], [1.07, -0.42, 0.73], [0.16, 0.22, -0.07], [0.44, 0.65, -0.08], [-0.15, 0.34, -0.27], [0.02, -0.35, -0.50], [-0.03, 0.64, 0.56], [0.02, -0.12, 0.31], [0.23, -0.72, -0.20], [0.01, 0.10, -0.61], [0.12, 0.23, 0.08], [0.37, -0.03, 0.41], [0.04, 0.71, -0.38], [-0.71, 0.28, -0.19], [0.13, -0.28, 0.19], [-0.10, 0.19, -0.20], [-0.14, -0.08, -0.12], [-1.26, 0.17, -1.04], [1.85, -0.85, -0.18], [1.04, -1.88, -0.60], [-0.72, 1.94, -0.62], [-0.67, 1.42, 0.22], [-1.37, -0.60, -1.52], [-0.80, 0.21, 2.48], [3.87, -1.57, 0.15], [-2.78, 0.78, 0.36], [-1.34, -0.20, 0.69], [-0.76, -0.38, -0.10], [-0.03, 2.01, -0.83], [-1.06, -0.67, 0.16], [0.91, 0.21, -0.44], [0.43, -0.30, -0.23], [-0.19, 0.00, 0.08], [0.28, 0.15, 0.40], [0.39, 0.21, 0.36], [-0.10, -0.27, 0.76], [-0.06, 0.02, -0.56], [0.04, -0.01, -0.45], [0.76, 0.46, -0.54], [0.32, -0.41, -0.05], [-0.40, -0.25, 0.08], [-0.02, -0.12, 0.41], [0.58, -0.32, 0.71], [0.51, -0.28, -0.25], [0.06, -0.05, 0.36], [0.95, -0.18, 0.32], [-0.50, -1.74, 0.05], [0.27, 1.05, -1.02], [0.36, -0.55, 1.70], [-0.63, 0.36, 0.15], [-0.96, 0.57, -0.74], [0.19, 0.40, 0.63], [-0.01, -0.23, 0.45], [0.18, -0.16, -1.10], [0.40, 0.09, 0.19], [-0.11, 0.15, -1.04], [-0.21, 0.12, -0.04], [0.42, -0.15, 0.29], [-0.34, 0.29, 0.01], [-0.26, -0.01, 0.11], [0.20, 0.49, -0.68], [0.11, -0.45, -0.08], [0.03, 0.10, 0.35], [-0.85, 0.78, 0.40], [-0.04, 0.60, -1.18], [1.56, -1.06, 0.95], [-0.24, 0.20, -0.18], [0.73, -0.45, -0.03], [1.14, -0.70, -1.08], [-1.02, 0.44, 0.14], [-0.96, 0.74, 0.24], [0.26, -0.90, -0.30], [0.05, -0.44, 0.17], [-0.05, -0.19, -0.30], [0.41, -0.58, 0.08], [0.30, -0.08, 0.19], [-0.12, 0.50, 0.68], [-0.52, 0.01, 0.69], [-0.59, 0.74, 0.27], [0.03, 0.09, -0.76], [-0.37, 0.37, -0.03], [0.45, 0.61, -0.01], [1.10, 1.44, 0.33], [-0.73, -1.02, -1.12], [-0.50, -0.15, 0.10], [0.14, 0.08, 1.08], [0.85, 0.90, -2.01], [-0.67, -1.10, 0.64], [0.21, -0.98, -0.08], [-0.85, 0.83, 0.64], [-0.05, 0.00, -0.05], [-0.68, -0.09, -0.32], [-0.01, -0.95, 0.49], [-0.25, -0.75, -0.11], [0.43, 0.14, 0.95], [-0.15, 0.68, 0.09], [-0.03, 0.07, 0.04], [-0.36, 0.46, -0.29], [0.74, -0.13, -0.36], [1.34, -0.35, -0.41], [-1.80, -0.76, -0.65], [-0.18, 2.40, 0.08], [-0.80, -3.17, 0.65], [-0.06, 1.90, -0.01], [0.56, -1.52, -1.31], [-1.06, -0.22, -0.30], [0.33, 0.87, 0.71], [0.15, 0.81, 0.35], [-0.09, 0.80, -0.45], [-0.37, 0.74, 0.52], [-0.09, -0.23, 0.61], [-0.20, 0.32, -0.28], [0.24, -0.88, 0.53], [0.46, -0.28, 0.01], [0.20, 0.18, 0.13], [0.95, -0.13, -0.03], [0.33, -0.19, -0.44], [-0.59, 1.68, -0.60], [1.69, -0.52, 1.05], [0.34, 0.20, 1.35], [-0.78, -1.78, -1.33], [-0.68, 0.15, 0.20], [-0.70, -1.29, -0.10], [-0.66, 1.39, 0.20], [0.02, 0.50, -0.02], [-0.10, 0.44, -0.40], [0.13, -0.31, -0.01], [-0.38, -0.28, 0.03], [-0.10, 0.35, 0.24], [0.08, -0.26, 0.25], [0.46, 0.25, -0.23], [-0.06, -0.47, -0.14], [0.97, -0.14, 0.00], [-0.54, -0.15, -0.74], [-0.50, 0.01, 0.34], [0.27, 0.31, 0.72], [0.46, 0.60, -0.12], [0.45, -0.61, -1.24], [0.07, -1.41, 0.85], [0.40, 0.45, -1.22], [-0.39, 0.46, 0.51], [-1.88, 0.22, -0.01], [0.05, 1.19, 0.87], [1.38, 0.83, -3.14], [-0.98, -0.08, 2.28], [0.29, -0.27, -0.26], [-0.22, -0.35, -0.03], [0.29, -0.17, 0.05], [-0.10, -0.31, 0.25], [0.13, 0.23, -0.05], [0.45, -0.31, -0.45], [-0.12, -0.10, -0.07], [0.32, -0.36, -0.95], [0.06, 0.60, 0.41], [-0.58, -0.06, -0.11], [0.06, -0.23, -0.62], [-0.07, 0.30, 0.98], [0.52, -0.30, 0.22], [-0.11, -0.38, 0.05], [-0.94, 0.17, -0.44], [0.11, 1.28, 1.00], [0.74, -0.52, 0.20], [-0.83, 0.71, -0.91], [0.00, -0.79, 1.46], [-0.17, 0.59, -1.62], [0.45, -0.84, 0.44], [0.04, 0.30, -0.29], [-0.17, -0.35, 0.37], [0.19, -0.26, -0.48], [0.26, -0.34, -0.26], [0.38, 0.35, 0.40], [-0.05, 0.38, -0.63], [0.44, -0.44, 0.51], [-0.03, -0.14, -0.18], [-0.18, -0.15, -0.05], [-0.46, 0.61, 0.18], [0.33, -0.01, -0.12], [-0.83, -0.24, 0.44], [0.45, -0.46, -0.31], [-0.12, 0.41, -0.09], [0.02, 2.86, 2.57], [-1.12, -4.42, 0.24], [-1.98, 0.40, -1.57], [2.58, 1.19, -0.02], [1.66, -1.06, -0.68], [0.24, -0.69, -0.24], [-3.85, 0.27, -0.87], [2.36, 1.51, 2.21], [-0.96, -0.58, 1.79], [-2.46, 1.94, 1.13], [3.16, 2.66, -0.55], [1.01, -3.97, -1.95], [1.22, 1.05, 2.90], [-2.28, 2.15, -3.47], [1.25, -2.37, 0.91], [0.07, -1.55, -0.35], [-0.14, 0.26, 0.39], [-0.45, -0.71, -3.90], [-2.48, 0.37, 2.86], [4.24, 0.42, 0.99]]
}